#1
An isolated molecule of C10H12N2. Source: OMol25; level of theory: ωB97M-V/def2-TZVPD.

```
24
Properties=species:S:1:pos:R:3
C -2.16194 -2.00324 0.19959
C -2.57400 2.35176 -0.05714
C -2.79707 1.00383 0.06477
C -1.21733 2.50038 -0.21560
C -1.59503 0.33905 0.09029
C 0.35496 -1.34762 0.55317
C -1.17291 -0.99242 0.36815
C 1.67849 -0.74699 0.07523
C 2.69220 -0.14580 1.00640
C 1.83823 -0.81085 -1.43182
N -2.82713 -2.90009 -0.11476
N -0.59715 1.30097 -0.08958
H -3.40197 2.96820 -0.37116
H -3.77710 0.56960 0.27998
H -0.71569 3.53505 -0.28978
H 0.45367 -1.60731 1.68356
H 0.51766 -2.42466 0.08927
H 3.20510 -0.96726 1.29796
H 2.48011 0.37337 1.89379
H 3.43361 0.38880 0.36425
H 1.16139 -1.51453 -1.88753
H 2.87549 -1.23832 -1.45812
H 1.79824 0.14351 -1.94589
H 0.34815 1.22458 -0.10505
```

LUMO energy (alpha / beta)	0.451 / -0.843	eV
Kohn-Sham gap (alpha / beta)	0.28010 / 0.24945	Eh
E_HOMO (alpha / beta)	-7.17 / -7.63	eV

#2
A cluster of 2 separate species, C10H12N2 in total. Source: OMol25; level of theory: ωB97M-V/def2-TZVPD.

```
24
Properties=species:S:1:pos:R:3
C -1.04401 -2.79039 -0.05403
C -0.21198 -2.17629 -0.68427
C 0.73418 -1.45927 -1.40735
C 1.55458 -0.84981 -2.03095
C 2.50633 -0.14207 -2.75718
C 3.32497 0.46827 -3.38153
C 1.62493 0.14176 2.41576
C -0.19517 0.18006 0.98687
C -1.64554 2.07604 0.65258
C -2.02891 -0.09881 -0.59387
H -1.75540 -3.32513 0.49924
H 4.04981 1.01880 -3.94443
H 2.56068 0.68275 2.20100
H 1.51787 0.11156 3.51763
H 1.74797 -0.90195 2.06080
H -0.00131 -0.85573 0.69255
H -2.53669 2.35206 0.06546
H -1.86753 2.19028 1.72364
H -0.81670 2.75968 0.40929
H -2.46682 -0.98598 -0.11953
H -2.86066 0.48560 -0.98468
H -1.40926 -0.42116 -1.43810
N 0.50139 0.83532 1.82254
N -1.28272 0.70441 0.34856
```

LUMO energy	0.050	eV
SMILES	C/N=C/N(C)C.C#CC#CC#C
Kohn-Sham gap	0.29327	Eh
E_HOMO	-7.93	eV

Stability, highest: #1

#1
An isolated molecule of C6H9N3. Source: OMol25; level of theory: ωB97M-V/def2-TZVPD.

```
18
Properties=species:S:1:pos:R:3
C -0.50261 -0.23858 -0.64534
C -1.51818 -1.01626 0.18201
C 1.67537 -0.70589 0.17303
C -0.67833 -0.16520 -1.94325
C 2.42919 -1.71667 0.50499
C 0.58011 1.41864 0.61326
N -1.56886 -2.20706 0.10196
N 0.68762 0.05765 0.04186
N -2.19245 -0.00704 0.95033
H -0.05652 0.40957 -2.67992
H -1.66567 -0.21284 -2.20702
H 3.49913 -1.68779 0.31726
H 2.17154 -2.63088 0.95541
H 0.23158 1.32451 1.61349
H 1.61949 1.72344 0.65964
H -0.07692 2.05606 -0.00583
H -2.27021 0.84568 0.55966
H -3.08365 -0.33311 1.28727
```

LUMO energy (alpha / beta)	-0.647 / 0.576	eV
Kohn-Sham gap (alpha / beta)	0.20225 / 0.34821	Eh
E_HOMO (alpha / beta)	-6.15 / -8.90	eV

#2
An isolated molecule of C6H9N3. Source: OMol25; level of theory: ωB97M-V/def2-TZVPD.

```
18
Properties=species:S:1:pos:R:3
C 2.44886 -0.86639 -0.14363
C 2.44626 0.44726 0.21393
C 1.18582 -1.18667 -0.47522
C 1.17017 0.94161 -0.02111
C -0.97939 0.07194 -0.60360
C -1.88383 -0.63871 0.33922
N 0.38359 -0.10269 -0.35796
N 0.57090 2.20042 0.29066
N -0.77412 2.26376 -0.17410
H 3.34322 -1.45969 -0.25411
H 3.35830 0.99219 0.28126
H 0.77946 -2.15026 -0.71888
H -1.42366 0.03372 -1.61768
H -1.28220 -1.20364 1.07815
H -2.48893 -1.44409 -0.22620
H -2.52219 0.09701 0.80341
H 0.54919 2.34873 1.30011
H -0.82640 2.53575 -1.20828
```

LUMO energy (alpha / beta)	0.333 / 0.332	eV
Kohn-Sham gap (alpha / beta)	0.29467 / 0.29463	Eh
E_HOMO (alpha / beta)	-7.69 / -7.69	eV

Stability, highest: #2

#1
An isolated molecule of C6H9N3. Source: OMol25; level of theory: ωB97M-V/def2-TZVPD.

```
18
Properties=species:S:1:pos:R:3
N 0.35015 0.66353 2.74890
C 1.07065 -0.57265 -1.14647
C 2.02740 -0.52347 -0.16328
C -0.23394 -0.25812 -0.78489
C 1.78320 -0.10583 1.14311
C -0.49952 0.19402 0.57413
N -1.69170 0.85696 0.87786
N 0.54449 0.22591 1.46173
C -1.18035 -0.44133 -1.92479
H -0.67435 0.79502 2.82676
H 1.33585 -0.85099 -2.15867
H 3.10193 -0.85398 -0.43773
H 2.45968 -0.04796 1.87669
H -1.76640 1.43969 1.73024
H -2.33570 0.95587 0.13418
H -0.88842 0.05505 -2.79922
H -1.26058 -1.47834 -2.23946
H -2.14240 -0.05337 -1.71909
```

LUMO energy	0.719	eV
Kohn-Sham gap	0.28533	Eh
E_HOMO	-7.04	eV

#2
A structure of composition C6H9N3. Source: OMol25; level of theory: ωB97M-V/def2-TZVPD.

```
18
Properties=species:S:1:pos:R:3
C -0.31303 1.39782 0.78855
C -0.35191 -0.00174 0.37359
C -1.40517 -0.80135 0.60840
C -1.51022 -2.12386 0.14496
C 0.42116 -1.87129 -0.87269
C 0.57154 -0.56888 -0.50227
H 0.47885 3.48388 0.36574
H 0.62223 2.47428 -0.97279
H -1.59926 1.71018 0.78326
H 0.02194 1.74812 2.11856
H -2.46813 -0.49966 1.05575
H -2.10312 -2.98210 0.10385
H 1.29823 -2.23262 -1.39505
H 2.04553 0.83926 -0.59761
H 2.55974 -0.38954 -0.75501
N 0.57282 2.33494 0.26388
N -0.54518 -2.66259 -0.64355
N 1.70398 0.14515 -0.86758
```

LUMO energy	0.673	eV
Kohn-Sham gap	0.32940	Eh
E_HOMO	-8.29	eV

#3
A cluster of 3 separate species, C6H9N3 in total. Source: OMol25; level of theory: ωB97M-V/def2-TZVPD.

```
18
Properties=species:S:1:pos:R:3
C 5.27278 -0.58721 -4.64186
C 5.21087 0.78661 -4.30352
N 5.14964 1.83094 -3.99704
H 4.58616 -0.71494 -5.47873
H 5.07721 -1.22858 -3.78249
H 6.28910 -0.78227 -4.98412
C 0.78389 2.00559 1.73787
C 1.00584 1.48809 0.39069
N 1.15416 1.13790 -0.71557
H 0.14557 2.88733 1.68145
H 1.76298 2.36850 2.05056
H 0.37643 1.26938 2.43074
C -6.51978 -1.99621 3.46805
C -5.47686 -1.13356 2.90002
N -4.57680 -0.54289 2.44842
H -6.48522 -2.90115 2.86144
H -7.53999 -1.61263 3.45702
H -6.21599 -2.27490 4.47708
```

LUMO energy	0.726	eV
SMILES	CC#N.CC#N.CC#N
Kohn-Sham gap	0.44454	Eh
E_HOMO	-11.37	eV

Stability, highest: #3